[1]
{"formula": "C33H27BrCl88INbO2P", "method": "ωB97M-V/def2-TZVPD", "max_force_ha_per_bohr": 0.0635, "charge": -1, "e_lumo_ev": 0.975, "total_energy_ha": -45190.54514, "elements": ["C", "C", "C", "C", "C", "C", "C", "O", "Nb", "I", "C", "C", "C", "Br", "P", "C", "O", "H", "H", "H", "H", "H", "H", "H", "H", "H", "H", "H", "H", "H", "H", "H", "H", "H", "H", "H", "H", "H", "H", "H", "H", "H", "H", "H", "C", "Cl", "Cl", "Cl", "Cl", "C", "Cl", "Cl", "Cl", "Cl", "C", "Cl", "Cl", "Cl", "Cl", "C", "Cl", "Cl", "Cl", "Cl", "C", "Cl", "Cl", "Cl", "Cl", "C", "Cl", "Cl", "Cl", "Cl", "C", "Cl", "Cl", "Cl", "Cl", "C", "Cl", "Cl", "Cl", "Cl", "C", "Cl", "Cl", "Cl", "Cl", "C", "Cl", "Cl", "Cl", "Cl", "C", "Cl", "Cl", "Cl", "Cl", "C", "Cl", "Cl", "Cl", "Cl", "C", "Cl", "Cl", "Cl", "Cl", "C", "Cl", "Cl", "Cl", "Cl", "C", "Cl", "Cl", "Cl", "Cl", "C", "Cl", "Cl", "Cl", "Cl", "C", "Cl", "Cl", "Cl", "Cl", "C", "Cl", "Cl", "Cl", "Cl", "C", "Cl", "Cl", "Cl", "Cl", "C", "Cl", "Cl", "Cl", "Cl", "C", "Cl", "Cl", "Cl", "Cl", "C", "Cl", "Cl", "Cl", "Cl"], "coordinates": [[5.046, -0.333, -0.932], [4.193, -1.745, -1.207], [3.108, -1.854, 0.018], [3.542, -1.586, -2.703], [2.464, -2.748, -3.122], [2.704, -4.207, -2.402], [0.884, -2.215, -3.000], [0.709, -1.132, -2.020], [-1.403, -0.999, -1.756], [-1.190, -0.458, 1.012], [-3.714, -0.838, -1.728], [-4.419, -1.880, -0.672], [-5.188, -3.079, -1.507], [-5.626, -0.791, 0.503], [-1.322, 1.497, -2.303], [-1.462, 2.562, -0.686], [-2.796, 1.776, -3.252], [5.586, 0.033, -1.931], [4.217, 0.498, -0.721], [5.768, -0.405, -0.014], [4.994, -2.617, -1.121], [2.321, -0.962, 0.028], [3.714, -1.740, 1.040], [2.577, -2.916, 0.101], [3.120, -0.480, -2.776], [4.457, -1.615, -3.468], [2.619, -2.935, -4.291], [1.914, -4.293, -1.529], [2.445, -5.051, -3.204], [3.810, -4.395, -2.038], [0.147, -3.122, -2.772], [0.571, -1.794, -4.071], [-1.548, -2.758, -1.360], [-1.552, -1.411, -3.540], [-4.030, 0.274, -1.464], [-4.099, -1.068, -2.834], [-3.570, -2.346, -0.009], [-4.401, -3.745, -2.106], [-5.786, -3.767, -0.737], [-6.011, -2.674, -2.259], [-2.369, 2.206, 0.002], [-0.494, 2.464, -0.004], [-1.604, 3.705, -0.978], [-2.446, 2.237, -4.083], [-8.611, -0.433, 3.422], [-9.799, -1.154, 2.307], [-7.603, -1.721, 4.129], [-7.575, 0.709, 2.528], [-9.466, 0.434, 4.723], [6.801, -5.942, -1.059], [6.188, -6.895, -2.434], [8.295, -6.689, -0.438], [7.147, -4.279, -1.596], [5.573, -5.906, 0.232], [-4.299, -0.781, -6.553], [-3.516, 0.259, -5.337], [-3.834, -0.240, -8.186], [-3.778, -2.468, -6.316], [-6.069, -0.675, -6.374], [2.001, 0.251, -6.655], [2.784, 1.291, -5.439], [2.466, 0.793, -8.287], [2.522, -1.436, -6.418], [0.231, 0.357, -6.476], [-7.299, -1.896, 8.359], [-6.717, -0.612, 9.449], [-8.402, -1.192, 7.149], [-5.912, -2.647, 7.532], [-8.166, -3.131, 9.306], [0.501, -3.217, -9.880], [0.094, -3.922, -11.465], [1.886, -2.112, -10.060], [-0.902, -2.315, -9.254], [0.925, -4.521, -8.742], [-1.899, -3.120, 5.651], [-1.608, -2.305, 7.209], [-3.552, -3.784, 5.628], [-1.712, -1.947, 4.323], [-0.725, -4.444, 5.444], [3.501, 5.561, -5.798], [4.206, 4.666, -4.429], [1.740, 5.708, -5.567], [4.226, 7.186, -5.883], [3.830, 4.684, -7.314], [-10.899, 0.339, -1.516], [-9.211, -0.068, -1.119], [-11.224, -0.070, -3.220], [-11.998, -0.587, -0.463], [-11.165, 2.083, -1.264], [0.402, 0.615, 9.175], [-0.117, 1.718, 7.876], [1.877, -0.247, 8.668], [0.741, 1.554, 10.651], [-0.892, -0.565, 9.505], [4.002, 11.431, -7.130], [2.814, 10.711, -8.245], [5.010, 10.143, -6.423], [5.038, 12.573, -8.023], [3.147, 12.298, -5.829], [-3.798, 2.210, 9.709], [-3.092, 1.315, 11.079], [-5.558, 2.357, 9.940], [-3.072, 3.835, 9.625], [-3.469, 1.333, 8.194], [-1.398, 6.684, -3.413], [-0.614, 7.724, -2.197], [-0.933, 7.225, -5.045], [-0.877, 4.997, -3.176], [-3.167, 6.790, -3.234], [-0.198, 11.528, -0.209], [0.586, 12.568, 1.007], [0.267, 12.069, -1.842], [0.323, 9.841, 0.028], [-1.967, 11.634, -0.030], [-2.598, -6.298, 8.791], [-3.004, -7.003, 7.206], [-1.212, -5.192, 8.611], [-4.001, -5.396, 9.417], [-2.174, -7.602, 9.929], [1.902, 5.787, 9.870], [2.193, 6.602, 11.427], [0.249, 5.123, 9.847], [2.090, 6.960, 8.542], [3.077, 4.464, 9.663], [-9.498, 4.396, 10.172], [-8.296, 5.614, 9.674], [-8.808, 2.765, 9.976], [-9.933, 4.655, 11.880], [-10.955, 4.551, 9.158], [0.402, -5.915, 1.305], [-0.237, -7.458, 0.682], [-0.089, -5.712, 3.005], [2.181, -5.922, 1.197], [-0.246, -4.569, 0.334], [3.702, 5.782, -11.618], [3.808, 7.142, -12.765], [5.073, 4.675, -11.881], [3.755, 6.407, -9.950], [2.173, 4.906, -11.875], [7.302, -1.096, 3.078], [8.008, -1.991, 4.447], [5.542, -0.949, 3.309], [8.028, 0.529, 2.994], [7.631, -1.973, 1.562], [10.302, -5.340, -4.599], [11.991, -5.747, -4.201], [9.978, -5.749, -6.302], [9.204, -6.267, -3.546], [10.037, -3.596, -4.346], [8.502, -9.204, 3.278], [7.410, -8.299, 2.199], [9.347, -8.066, 4.358], [7.554, -10.355, 4.252], [9.697, -10.095, 2.301]], "lowdin_charge": [-0.123, -0.376, -0.099, -0.170, -0.303, -0.101, -0.346, -0.548, 1.075, 0.130, -0.492, -0.806, -0.180, 0.535, 0.608, -0.481, -0.595, 0.083, 0.091, 0.031, 0.074, 0.081, 0.054, 0.057, 0.110, 0.117, 0.068, 0.031, 0.090, 0.055, 0.073, 0.068, -0.127, -0.062, 0.021, 0.022, 0.026, 0.090, 0.075, 0.082, 0.009, 0.022, -0.015, -0.007, -1.973, 0.495, 0.492, 0.467, 0.488, -1.987, 0.513, 0.474, 0.516, 0.506, -1.991, 0.561, 0.486, 0.502, 0.508, -1.979, 0.511, 0.484, 0.542, 0.505, -1.978, 0.485, 0.470, 0.481, 0.513, -2.007, 0.503, 0.487, 0.495, 0.510, -1.949, 0.446, 0.491, 0.483, 0.448, -1.981, 0.517, 0.488, 0.476, 0.479, -2.010, 0.496, 0.504, 0.489, 0.506, -1.973, 0.508, 0.527, 0.496, 0.446, -2.005, 0.512, 0.482, 0.509, 0.510, -1.974, 0.501, 0.462, 0.506, 0.503, -1.984, 0.482, 0.482, 0.523, 0.522, -2.008, 0.507, 0.506, 0.490, 0.513, -1.995, 0.507, 0.490, 0.504, 0.508, -2.008, 0.506, 0.477, 0.513, 0.505, -2.008, 0.512, 0.487, 0.508, 0.512, -1.981, 0.506, 0.467, 0.492, 0.504, -2.009, 0.503, 0.509, 0.481, 0.513, -2.011, 0.503, 0.523, 0.507, 0.507, -1.998, 0.508, 0.511, 0.478, 0.512, -2.008, 0.481, 0.509, 0.508, 0.506]}

[2]
{"formula": "C30H30N9O6SW", "method": "ωB97M-V/def2-TZVPD", "max_force_ha_per_bohr": 0.0354, "charge": 1, "e_lumo_ev": [-3.222, -3.873], "total_energy_ha": -2570.54050, "de_lowest_ev": 2.6052, "spin_multiplicity": 3, "elements": ["W", "C", "O", "C", "C", "C", "C", "C", "C", "N", "N", "C", "O", "C", "C", "C", "C", "C", "C", "C", "O", "H", "H", "H", "H", "H", "H", "H", "H", "H", "H", "H", "H", "N", "N", "C", "O", "O", "H", "H", "H", "N", "C", "N", "C", "N", "C", "C", "N", "C", "C", "N", "H", "H", "H", "H", "H", "C", "C", "C", "C", "C", "C", "C", "S", "C", "O", "H", "H", "H", "H", "H", "H", "H", "H", "H", "H"], "coordinates": [[-0.395, -0.322, 0.884], [1.190, 2.669, 4.541], [0.122, 1.792, 4.902], [-1.011, 1.930, 4.151], [-2.209, 2.259, 4.763], [-3.400, 2.300, 4.041], [-3.409, 2.006, 2.687], [-2.205, 1.682, 2.071], [-2.116, 1.233, 0.652], [-2.436, -0.025, 0.340], [-2.814, -0.212, -0.993], [-1.750, -0.202, -1.728], [-0.567, -0.125, -1.164], [-1.840, -0.147, -3.199], [-3.086, -0.133, -3.823], [-3.160, -0.093, -5.204], [-1.998, -0.063, -5.966], [-0.758, -0.071, -5.345], [-0.679, -0.119, -3.962], [-1.017, 1.649, 2.779], [0.071, 1.196, 2.114], [0.854, 3.707, 4.566], [1.572, 2.434, 3.546], [1.966, 2.525, 5.289], [-2.196, 2.468, 5.825], [-4.319, 2.560, 4.546], [-4.332, 2.021, 2.122], [-2.149, 1.977, -0.146], [-3.986, -0.149, -3.224], [-4.126, -0.082, -5.690], [-2.063, -0.032, -7.045], [0.148, -0.043, -5.936], [0.281, -0.123, -3.468], [-2.635, -3.137, -0.014], [-1.586, -3.460, -0.877], [-0.285, -3.107, -0.640], [0.625, -3.621, -1.264], [-0.085, -2.271, 0.364], [-3.057, -3.985, 0.346], [-3.330, -2.586, -0.507], [-1.714, -4.123, -1.626], [2.742, -1.423, 3.791], [2.446, -0.854, 2.623], [1.178, -1.092, 2.359], [0.738, -1.780, 3.442], [1.663, -2.013, 4.340], [-0.686, -2.027, 3.556], [-1.252, -2.800, 4.550], [-2.569, -2.931, 4.659], [-3.304, -2.295, 3.767], [-2.754, -1.526, 2.742], [-1.435, -1.377, 2.639], [3.625, -1.434, 4.276], [3.129, -0.286, 2.020], [-0.628, -3.311, 5.271], [-4.380, -2.380, 3.840], [-3.372, -1.039, 2.007], [4.288, 3.263, -5.028], [3.766, 2.262, -4.040], [3.488, 0.954, -4.424], [2.967, 0.039, -3.524], [2.742, 0.440, -2.217], [3.014, 1.737, -1.799], [3.522, 2.639, -2.718], [2.072, -0.742, -1.086], [3.570, -1.460, -0.449], [1.561, 0.171, 0.081], [4.743, 2.774, -5.888], [5.032, 3.913, -4.569], [3.478, 3.897, -5.393], [3.673, 0.649, -5.447], [2.729, -0.970, -3.841], [2.800, 2.035, -0.783], [3.730, 3.656, -2.409], [4.230, -0.698, -0.037], [4.050, -1.948, -1.298], [3.290, -2.220, 0.277]], "lowdin_charge": [1.852, -0.054, -0.088, -0.235, 0.018, -0.065, -0.030, -0.183, -0.143, -0.151, 0.099, -0.414, -0.229, -0.140, -0.020, -0.066, -0.069, -0.062, -0.009, -0.283, -0.240, 0.101, 0.078, 0.092, 0.127, 0.109, 0.122, 0.155, 0.112, 0.109, 0.108, 0.105, 0.085, 0.042, -0.003, -0.686, 0.044, -0.232, 0.094, 0.071, 0.150, 0.071, -0.097, 0.020, -0.282, 0.174, -0.154, -0.031, 0.122, -0.073, -0.071, 0.051, 0.174, 0.134, 0.131, 0.121, 0.100, -0.038, -0.253, -0.023, -0.083, -0.401, -0.047, -0.016, 1.060, -0.200, -0.610, 0.082, 0.085, 0.093, 0.121, 0.125, 0.113, 0.123, 0.070, 0.078, 0.062]}

[3]
{"formula": "C3H8O", "method": "ωB97M-V/def2-TZVPD", "max_force_ha_per_bohr": 0.0068, "e_lumo_ev": 1.013, "total_energy_ha": -194.33513, "de_lowest_ev": 0.0222, "smiles": "CC(C)O", "elements": ["C", "C", "C", "O", "H", "H", "H", "H", "H", "H", "H", "H"], "coordinates": [[-1.116, -0.627, 0.570], [-0.203, 0.159, -0.358], [1.286, -0.098, -0.128], [-0.508, 1.529, -0.133], [-2.156, -0.329, 0.399], [-1.027, -1.704, 0.401], [-0.872, -0.410, 1.616], [-0.452, -0.106, -1.400], [1.605, -1.067, -0.526], [1.888, 0.673, -0.629], [1.525, -0.058, 0.940], [0.030, 2.038, -0.751]], "nbo_charge": [-0.620, 0.096, -0.630, -0.720, 0.220, 0.209, 0.209, 0.149, 0.211, 0.202, 0.210, 0.463]}

[4]
{"formula": "C6H14OSi", "method": "ωB97M-V/def2-TZVPD", "max_force_ha_per_bohr": 0.0994, "e_lumo_ev": 0.446, "total_energy_ha": -601.66741, "de_lowest_ev": 3.6389, "elements": ["C", "C", "C", "C", "C", "C", "O", "Si", "H", "H", "H", "H", "H", "H", "H", "H", "H", "H", "H", "H", "H", "H"], "coordinates": [[-2.773, 1.275, -0.457], [-2.393, 0.058, -0.529], [-2.919, -1.328, -0.436], [2.087, 0.212, -1.600], [1.364, -1.245, 1.050], [1.115, 1.706, 0.922], [-0.445, -0.179, -0.990], [0.920, 0.111, -0.176], [-2.146, 2.053, -0.742], [-3.734, 1.460, -0.131], [-2.773, -1.712, 0.541], [-3.939, -1.186, -0.533], [-2.578, -1.993, -1.297], [1.974, 1.255, -2.102], [3.093, 0.158, -1.316], [1.959, -0.580, -2.358], [1.563, -2.236, 0.707], [2.280, -0.914, 1.521], [0.600, -1.252, 1.836], [1.099, 2.407, 0.197], [0.350, 1.706, 1.664], [2.182, 1.790, 1.279]], "nbo_charge": [-0.509, 0.484, -0.701, -1.136, -1.135, -1.100, -1.069, 1.885, 0.254, 0.234, 0.241, 0.231, 0.268, 0.229, 0.223, 0.244, 0.230, 0.226, 0.224, 0.216, 0.228, 0.233]}